This record from the OMol25 dataset describes a cluster of 2 separate species, C7H16O3 in total. The level of theory is ωB97M-V/def2-TZVPD.

Properties
E = -13658.6927 eV
Gap between HOMO and LUMO = 10.392 eV
Structure (SMILES) = COC[C@@H](C)CCC=O.O
2S+1 = 1
Relative energy (zero: lowest compared OMol25 entry of this formula, charge and spin) = 59.8 kcal/mol
Maximum force = 4.569 eV/Å
LUMO level = 0.0191 hartree

Geometry as XYZ:
```
26
C7H16O3 (ωB97M-V/def2-TZVPD)
C -2.61373 3.10576 -1.06451
O -1.80719 1.97269 -1.24750
C -1.30335 1.45272 -0.04269
C -0.35021 0.29791 -0.32248
C 0.91184 0.77827 -1.03755
C -0.05151 -0.42967 0.99314
C 0.92082 -1.60200 0.84047
C 0.43873 -2.86503 1.49469
O 1.16244 -3.87233 1.53146
H -2.93945 3.45091 -2.05336
H -2.05470 3.91764 -0.56658
H -3.50480 2.86994 -0.45532
H -2.14039 1.10506 0.59250
H -0.77359 2.24796 0.51909
H -0.88215 -0.40863 -0.98256
H 1.42212 -0.04356 -1.55845
H 1.61642 1.22594 -0.31887
H 0.66434 1.53789 -1.79013
H -0.99549 -0.81494 1.41082
H 0.36637 0.28637 1.71968
H 0.96095 -1.84267 -0.23892
H 1.70964 -1.52080 1.70177
H -0.66117 -3.01168 1.45945
O 3.47953 -2.31858 -0.00227
H 3.05384 -3.21285 0.37489
H 3.37070 -2.30630 -0.95677
```